1.
{
  "formula": "C6H15N4",
  "method": "ωB97M-V with the def2-TZVPD basis set",
  "elements": ["N", "H", "C", "N", "H", "H", "H", "C", "C", "H", "C", "C", "H", "N", "H", "H", "N", "H", "H", "H", "H", "H", "H", "H", "C"],
  "coordinates": [[1.106560, -0.654686, 1.578261], [2.036789, -0.198155, 1.982437], [-2.065251, -0.793867, 0.333383], [1.163653, 0.179090, -0.677180], [2.451455, 1.736138, 0.142589], [-2.786237, -0.441969, -1.977132], [0.800779, -1.543295, 2.170079], [-0.174630, 0.103158, 1.479645], [1.447444, -0.980689, 0.088580], [2.396334, -1.352187, 0.053657], [-0.112790, 0.569057, -0.291729], [2.223393, 1.179958, -0.776080], [-2.968980, -0.268122, 0.345735], [-1.079175, -0.345775, -0.685889], [-1.700207, 1.039161, -2.020479], [-1.307463, -0.383617, -2.892859], [-1.294262, -0.730449, 1.537665], [-2.224912, -1.809329, 0.057733], [-0.270253, 1.025612, 2.014853], [0.674454, -1.802592, -0.206863], [-0.401328, 1.585578, -0.353546], [2.037641, 1.952803, -1.518254], [3.058647, 0.646383, -1.153435], [-1.993728, -0.814763, 2.326137], [-1.735640, 0.016908, -1.963805]],
  "atomic_forces_ev_per_a": [[1.3, -1.1, 2.0], [-2.9, -0.8, -0.5], [3.4, -0.4, -1.8], [1.2, 0.1, 0.2], [0.1, -0.3, 0.2], [1.3, 1.1, 0.1], [1.3, 2.0, -1.6], [-0.9, 2.0, -2.5], [-3.8, -1.2, -0.9], [2.6, -0.8, -0.3], [-1.0, -1.8, 4.3], [-0.4, 0.4, 0.1], [-1.4, 1.2, 0.1], [-2.3, -1.0, -1.8], [-0.6, 2.7, -0.5], [0.5, -0.1, 0.5], [-1.5, -1.1, 1.9], [-0.7, -1.0, 0.0], [0.7, 0.2, 0.9], [1.5, 1.5, 0.6], [0.3, 1.4, -0.5], [-0.6, -0.2, -0.1], [1.1, -0.3, 0.0], [2.0, 0.7, -0.6], [-1.2, -3.5, 0.1]],
  "max_force_ha_per_bohr": 0.0935,
  "e_above_lowest_ev": 2.361,
  "e_lumo_ev": -3.049,
  "smiles": "CN1CN[C@H]2[NH2+]CN(C)[C@H]21",
  "spin_multiplicity": 1,
  "homo_ev": -12.510,
  "total_charge": 1
}

***

2.
{
  "formula": "C3H2FeO3",
  "method": "ωB97M-V with the def2-TZVPD basis set",
  "elements": ["C", "C", "H", "C", "Fe", "O", "H", "O", "O"],
  "coordinates": [[1.815572, 0.389222, 0.808028], [0.986703, -0.557911, 0.971220], [0.461602, 1.288344, 0.137725], [-1.119485, -0.119880, 0.017329], [-2.406212, -1.041093, -2.507894], [-1.535864, -0.828269, -0.858884], [2.878074, 0.523894, 0.604707], [-0.832544, 1.110653, -0.128386], [-0.247845, -0.764960, 0.956154]],
  "atomic_forces_ev_per_a": [[2.6, 0.1, -0.7], [-4.4, 0.8, 0.3], [-3.1, -0.5, 0.0], [4.5, 4.8, -1.8], [-0.9, -0.3, -1.0], [-2.1, -2.0, 0.1], [0.2, 0.6, 0.3], [1.7, -0.7, 1.3], [1.4, -2.7, 1.4]],
  "max_force_ha_per_bohr": 0.1327,
  "e_above_lowest_ev": 4.103,
  "e_lumo_ev": [-16.281, -18.059],
  "spin_multiplicity": 6,
  "homo_ev": [-26.497, -26.383],
  "total_charge": 3
}

***

3.
{
  "formula": "C5H8BN",
  "method": "ωB97M-V with the def2-TZVPD basis set",
  "elements": ["C", "H", "C", "C", "H", "H", "H", "H", "B", "C", "H", "H", "C", "H", "N"],
  "coordinates": [[-1.725337, -0.384262, 1.057117], [-2.675301, -0.382429, 1.442048], [0.764140, 0.747853, -1.728320], [-0.702881, -0.885192, 1.811076], [1.979973, 0.572355, 0.194279], [1.107148, -0.901746, 2.466463], [1.627967, 0.096775, -1.906552], [-1.438949, -0.014308, -3.344161], [-1.148353, 0.308853, -0.137047], [1.032365, 0.212249, 0.550879], [0.081975, 0.498588, -2.513613], [-0.869337, -1.589014, 2.671135], [0.620496, -0.552135, 1.587131], [1.148042, 1.700137, -1.712381], [0.198054, 0.572277, -0.438053]],
  "atomic_forces_ev_per_a": [[2.7, 1.0, -0.6], [-2.4, -0.4, 0.3], [1.0, -1.3, -0.4], [-1.9, -1.0, 0.6], [1.2, -0.4, 1.4], [1.9, 0.3, -0.1], [-0.2, -0.2, 0.4], [-0.2, 0.0, 0.3], [-1.5, 0.2, -1.3], [1.4, 0.0, -0.3], [-0.6, 0.5, -0.3], [-0.1, 0.9, -0.7], [0.8, 0.0, 0.8], [0.7, 2.6, -1.0], [-2.9, -1.8, 0.9]],
  "max_force_ha_per_bohr": 0.0685,
  "e_above_lowest_ev": 5.435,
  "e_lumo_ev": [-0.635, 0.264],
  "spin_multiplicity": 1,
  "homo_ev": [-6.762, -8.809]
}

***

4.
{
  "formula": "C2H5N3OS",
  "method": "ωB97M-V with the def2-TZVPD basis set",
  "elements": ["H", "H", "H", "N", "N", "O", "H", "C", "C", "N", "H", "S"],
  "coordinates": [[-0.704764, 0.422411, 2.309807], [1.428256, -1.964012, 1.044866], [0.465636, 1.505785, 2.211077], [-0.393318, 1.213293, 1.763550], [0.986137, -1.101340, 1.310021], [-1.303830, 0.536271, -2.054898], [-0.730820, 1.069037, -0.252443], [-0.493529, -0.293444, -2.370319], [0.523270, -0.442849, 0.325360], [-0.089734, 0.764115, 0.478781], [-0.447668, -0.679793, -3.389896], [0.760365, -1.029474, -1.375905]],
  "atomic_forces_ev_per_a": [[-0.2, -0.3, 0.2], [0.2, -0.3, -0.2], [0.2, 0.1, -0.1], [-0.1, 0.2, 0.2], [-0.2, 0.4, -0.1], [0.0, 0.0, 0.1], [0.3, -0.1, 0.3], [-0.1, 0.3, 0.3], [0.0, 0.0, 0.2], [-0.1, -0.1, -0.7], [0.1, -0.2, -0.3], [0.0, -0.1, 0.2]],
  "max_force_ha_per_bohr": 0.0143,
  "e_above_lowest_ev": 1.961,
  "e_lumo_ev": 0.504,
  "smiles": "[H]/N=C(/NN)SC=O",
  "spin_multiplicity": 1,
  "homo_ev": -9.555
}

***

5.
{
  "formula": "C28H32N3O2",
  "method": "ωB97M-V with the def2-TZVPD basis set",
  "elements": ["C", "H", "C", "H", "C", "C", "C", "C", "C", "N", "H", "C", "C", "H", "C", "H", "C", "C", "C", "C", "H", "H", "C", "C", "H", "H", "H", "H", "H", "H", "H", "H", "C", "H", "H", "H", "H", "H", "C", "C", "C", "C", "C", "H", "H", "C", "H", "N", "H", "H", "H", "H", "H", "C", "C", "H", "O", "H", "O", "C", "C", "C", "N", "H", "H"],
  "coordinates": [[3.423255, 0.009985, 0.487132], [0.579557, -2.884626, -1.350110], [-0.537302, -7.019018, 1.160229], [1.594465, 1.547199, -0.591338], [-0.186915, 3.562405, -0.923791], [-0.793715, 5.841250, -1.528619], [-3.038104, 1.661752, -0.769626], [1.124501, -2.536337, -0.448700], [-3.400911, 2.959494, 1.640745], [1.443174, -1.126257, -0.553966], [2.923212, 0.977931, 0.528629], [-2.152905, 2.832479, 1.058043], [0.313546, -2.832807, 0.810403], [-7.223402, 2.936960, 2.622354], [-1.161604, 4.529417, -1.218376], [-0.564313, -0.699668, -0.511491], [-0.043545, -4.287983, 0.946795], [0.418110, -0.199833, -0.488438], [1.164442, 3.964201, -0.807514], [0.565752, 6.175464, -1.591898], [-5.699567, 2.631149, 3.544478], [-5.131948, 1.187399, -0.829328], [-0.654381, 2.103186, -0.809699], [-0.698539, -4.952780, -0.097323], [-1.054900, 1.695235, -1.820839], [2.601444, 5.431666, -1.369828], [-0.986170, -4.396316, -0.991231], [4.498637, 0.177355, 0.344996], [0.909261, -2.508336, 1.679554], [5.293298, -2.236399, -1.543403], [-1.218032, 3.177133, 1.490804], [-1.573600, 6.566520, -1.783396], [-6.137770, 3.064537, 2.628868], [0.871401, 7.177821, -1.875504], [3.145078, -0.957014, -2.816212], [-5.864166, 4.132096, 2.544863], [-3.459175, 3.453264, 2.622356], [0.386194, -6.857433, 3.121498], [-4.316973, 1.698737, -0.299481], [2.507873, -3.205335, -0.453543], [2.890599, -0.844322, -0.664364], [1.536478, 5.237293, -1.256166], [-0.941131, -6.325222, 0.015854], [-0.701236, -8.095781, 1.235041], [4.948841, -3.600857, -0.442116], [0.079040, -6.333553, 2.219151], [1.948162, 3.287756, -0.505376], [3.433056, -2.204249, -0.554466], [0.805084, -4.400056, 2.910809], [-2.225949, 4.270667, -1.281070], [-1.438923, -6.847004, -0.804340], [5.383935, -2.001502, 0.220816], [-0.596723, -2.217794, 0.791483], [4.847055, -2.521868, -0.582093], [0.547969, 1.145865, -0.544703], [3.258382, -0.506187, 1.442558], [2.747459, -4.409475, -0.401359], [4.336683, 0.084731, -1.987761], [-5.751171, 2.295845, 1.441574], [-4.501545, 2.362963, 0.939209], [3.280430, -0.219248, -2.013644], [0.311700, -4.962377, 2.112176], [-1.951779, 2.207555, -0.143498], [-2.773010, 1.144384, -1.676998], [2.661331, 0.657943, -2.228814]],
  "atomic_forces_ev_per_a": [[0.0, -0.1, 0.3], [0.2, 0.1, 0.4], [0.1, 0.2, 0.2], [-1.8, -0.2, 0.1], [0.5, 0.2, -0.1], [0.2, -0.3, 0.0], [0.7, -0.2, 0.0], [0.1, -0.4, -0.4], [0.2, -0.5, -0.8], [-0.6, 0.9, 0.2], [0.2, -0.1, 0.1], [0.4, -0.5, -0.6], [0.1, -0.1, 0.3], [0.3, 0.2, 0.3], [0.3, 0.4, -0.5], [0.4, 0.5, 0.1], [-0.1, 0.0, -0.1], [0.8, -0.3, -0.8], [-0.9, 0.2, -1.0], [-0.2, 0.1, 0.1], [-0.1, 0.1, -0.5], [0.4, 0.4, 0.4], [1.5, -0.1, -2.8], [0.2, -0.4, 0.6], [1.1, 1.3, 1.1], [-0.3, 0.3, 0.3], [0.0, -0.3, 0.2], [-0.3, 0.0, 0.1], [-0.2, -0.1, -0.2], [-0.1, -0.1, 0.2], [-0.3, 0.2, 0.2], [0.4, -0.2, 0.1], [0.1, -0.3, -0.3], [-0.1, -0.1, -0.1], [0.0, 0.2, 0.2], [-0.1, -0.5, -0.2], [-0.3, -0.4, -0.7], [-0.1, 0.0, -0.2], [0.4, 0.4, 0.7], [0.1, -0.8, -0.1], [0.2, -0.3, 0.1], [-0.2, -0.4, 0.3], [0.0, 0.2, 0.0], [0.0, 0.4, 0.0], [-0.1, 0.2, 0.0], [-0.2, 0.1, -0.4], [-0.1, 0.0, -0.1], [-0.3, -0.4, 0.1], [-0.1, -0.3, -0.2], [0.5, 0.1, 0.0], [0.2, 0.1, 0.3], [-0.1, -0.1, -0.1], [0.1, -0.1, 0.1], [0.2, 0.3, -0.1], [-0.3, 0.0, 0.9], [0.1, 0.2, -0.2], [-0.4, 1.6, 0.0], [-0.3, -0.1, -0.1], [1.1, 0.7, -0.2], [-1.0, 0.0, 1.3], [-0.1, -0.2, -0.1], [0.0, -0.3, -0.2], [-2.3, -1.3, 2.2], [-0.3, 0.0, -0.2], [0.2, -0.1, 0.0]],
  "max_force_ha_per_bohr": 0.0660,
  "e_above_lowest_ev": 0.000,
  "e_lumo_ev": -3.562,
  "smiles": "COc1cc[n+]([C@H](/C=C/N2[C@H](Cc3ccccc3)C(=O)N(C)C2(C)C)c2ccccc2)cc1",
  "spin_multiplicity": 1,
  "homo_ev": -10.538,
  "total_charge": 1
}

***

6.
{
  "formula": "C2H4N2O3",
  "method": "ωB97M-V with the def2-TZVPD basis set",
  "elements": ["C", "H", "C", "O", "H", "N", "N", "O", "H", "H", "O"],
  "coordinates": [[-0.383217, 0.445021, 0.340659], [-0.852145, -1.953061, -0.999039], [-0.649409, -0.988117, -1.428680], [-1.291722, -0.277881, -0.493191], [1.785143, 0.640936, -0.251018], [1.002516, 0.008005, -0.045550], [-0.516640, 0.994585, 1.452212], [0.748466, 0.979793, 2.302753], [-0.890514, -0.713400, -2.498300], [0.381230, 1.215379, 3.088196], [0.666292, -0.351259, -1.468042]],
  "atomic_forces_ev_per_a": [[4.2, -2.5, -1.2], [1.2, -1.5, -1.1], [3.0, 1.8, -2.2], [-1.3, 5.3, 4.3], [-1.0, 0.5, 0.8], [-2.8, -1.3, -2.5], [-0.9, 0.1, 2.4], [-0.1, -0.9, -6.2], [-0.7, -1.0, 1.2], [-1.9, 1.2, 3.6], [0.3, -1.7, 0.9]],
  "max_force_ha_per_bohr": 0.1350,
  "e_above_lowest_ev": 7.076,
  "e_lumo_ev": 0.788,
  "smiles": "O/N=C1\\NOCO1",
  "spin_multiplicity": 1,
  "homo_ev": -9.475
}

***

7.
{
  "formula": "C35H38N6O2PSV",
  "method": "ωB97M-V with the def2-TZVPD basis set",
  "elements": ["N", "C", "C", "H", "H", "H", "C", "C", "H", "C", "C", "N", "H", "C", "S", "P", "H", "H", "O", "C", "H", "H", "H", "H", "O", "C", "C", "C", "C", "C", "H", "H", "H", "N", "H", "H", "H", "H", "C", "C", "H", "N", "C", "H", "H", "C", "H", "H", "H", "H", "C", "C", "C", "C", "H", "C", "H", "C", "C", "C", "H", "H", "C", "N", "H", "H", "C", "C", "H", "H", "C", "C", "H", "C", "N", "H", "C", "C", "H", "V", "H", "H", "C", "C"],
  "coordinates": [[1.410497, 0.433040, 3.871456], [-1.337141, -2.848788, 4.072639], [4.897917, 0.834558, -3.240315], [-3.010949, 1.422552, 3.667443], [-3.647839, 1.976478, 1.419166], [-5.235206, -2.477094, -2.649298], [2.531768, -0.053469, -2.012024], [-1.841003, -0.252514, 3.317432], [-1.142674, 2.865470, 1.411261], [-0.779677, -3.361335, -4.407820], [1.670431, 4.177301, -0.983997], [1.813390, 2.675393, 3.261381], [-0.804524, -0.276965, -2.981988], [0.458613, -1.904003, -2.369066], [1.091541, 1.071720, 1.329553], [1.141946, -0.785337, -1.115198], [0.456493, 4.407548, 0.788716], [-1.898348, -1.549633, -4.792559], [1.272270, -1.894189, 2.333632], [-3.038030, -0.437873, -1.066426], [-4.742308, -0.027533, -2.255290], [0.958560, 1.866581, -3.349671], [-1.191933, -2.101472, 6.105614], [0.502436, -4.983000, -3.769893], [0.041299, -2.528629, 0.504021], [3.984767, 0.063732, -3.953954], [0.210924, -3.944283, -3.622939], [0.879941, 2.467411, -2.453292], [1.161544, -2.049123, 1.096252], [0.609680, 3.880799, -0.147850], [1.317754, -0.505771, 3.446997], [-1.750814, -3.338618, -0.252701], [5.314682, 1.782901, -1.360123], [-2.217641, -1.349648, -0.503253], [-2.275970, 3.270960, 0.089521], [-2.007281, 1.325672, -1.695588], [4.185697, -0.206529, -4.982367], [-3.566384, 1.630887, -0.923705], [4.619417, 1.176036, -1.917536], [-0.274291, 2.835380, -0.499166], [1.548801, 2.839511, 5.368219], [-0.135354, 2.151342, -1.628884], [1.489370, 1.408413, 2.967601], [1.638334, -3.675512, -2.008485], [1.789000, 0.555145, 4.792266], [-2.958769, 1.118305, 1.523245], [5.824441, 1.162578, -3.694997], [2.262502, 4.235955, 4.547353], [-1.171398, -3.889932, 4.299720], [2.585887, -2.686026, -0.392035], [-1.651497, -0.555722, 4.657119], [-4.384912, -2.164663, -2.056585], [-1.445231, 2.595029, 0.389793], [2.197434, -1.762266, 0.063653], [-1.267441, -3.937814, -5.186173], [-2.455431, -2.666853, -0.705681], [-1.741996, 0.257895, 5.363981], [-3.517799, -3.096398, -1.470967], [-1.374820, -1.858213, 5.064431], [-2.292731, 1.092463, 2.896217], [-1.425852, -3.231415, 1.955102], [3.035282, -1.188936, 0.476137], [-0.525669, -1.312783, -3.163420], [-1.661935, -1.208923, 2.356706], [3.253602, 2.791211, 4.829510], [1.917147, 3.291137, 2.470358], [-4.117980, -0.813370, -1.841703], [2.802027, -0.371151, -3.359491], [2.108048, -0.973509, -3.938981], [2.617779, 3.645424, -2.865034], [0.848468, -3.226317, -2.599740], [-1.485706, -2.501042, 2.752153], [3.235426, 1.015698, -0.282058], [-2.673191, 0.986395, -0.886925], [-1.958492, 1.199395, 0.408447], [-3.560562, 0.212647, 1.354786], [2.242244, 3.143348, 4.571918], [3.442799, 0.741643, -1.311738], [2.364297, 4.970805, -0.734201], [-0.750033, -0.646901, 0.569820], [-1.444858, 1.791525, 2.983152], [-3.640882, -4.163875, -1.577739], [1.805308, 3.463403, -2.178791], [-1.135209, -2.026259, -4.187128]],
  "atomic_forces_ev_per_a": [[0.2, 0.4, -0.4], [-0.2, 0.1, 0.6], [-0.2, -0.1, 0.2], [0.1, 0.0, -0.4], [0.2, -0.2, 0.2], [0.1, 0.0, 0.0], [0.5, 0.3, -1.0], [0.4, -2.0, -0.5], [-0.2, 0.0, -0.4], [0.1, 0.3, 0.2], [-0.3, 0.0, -0.2], [0.1, -0.3, 0.7], [0.0, -0.1, 0.0], [0.2, -0.3, -0.1], [0.3, 0.1, 0.7], [0.7, -0.5, -0.4], [0.0, 0.0, -0.1], [0.1, -0.1, 0.0], [0.2, -0.4, -1.7], [0.1, -0.9, -0.1], [0.0, -0.2, 0.0], [0.0, 0.1, -0.1], [-0.1, 0.0, -0.1], [-0.1, 0.2, -0.1], [2.2, 0.7, 1.3], [-0.1, 0.1, 0.1], [0.3, -0.1, 0.5], [0.0, 0.3, 0.5], [-1.3, -2.2, 1.1], [-0.2, -0.4, -0.4], [0.1, 0.1, 0.4], [0.1, -0.2, 0.0], [0.1, 0.1, 0.1], [-1.6, -0.8, -1.3], [0.3, -0.2, 0.1], [-0.2, -0.3, 0.3], [0.0, 0.0, 0.0], [0.0, -0.2, 0.0], [-0.4, -0.2, -0.2], [0.8, 1.1, -0.6], [0.1, 0.0, -0.3], [0.2, 0.4, -0.1], [-0.4, -0.2, -0.7], [-0.2, -0.1, -0.1], [0.0, -0.1, 0.2], [0.0, 0.2, -0.5], [-0.1, 0.0, 0.0], [0.0, -0.2, 0.1], [0.0, 0.0, 0.2], [-0.2, 0.2, 0.2], [-0.1, -0.2, 0.2], [0.6, 0.1, 0.4], [-0.4, -0.3, 0.4], [0.2, 0.0, 0.1], [0.1, 0.1, 0.1], [-0.4, 1.0, -0.3], [0.0, -0.1, 0.2], [-0.3, 0.0, -0.1], [0.1, 0.0, -0.9], [-0.3, 0.7, 0.3], [0.1, 0.1, 0.3], [-0.3, 0.0, -0.3], [0.0, -0.2, -0.2], [-0.5, -0.1, 1.7], [-0.3, 0.0, -0.1], [-0.1, -0.1, 0.0], [-0.4, -0.2, -0.2], [0.2, 0.2, 0.5], [0.1, 0.1, 0.1], [0.0, 0.1, 0.0], [-0.6, 0.4, -0.5], [-0.3, 1.1, -0.1], [0.0, 0.0, -0.1], [-0.1, 0.7, 0.3], [-0.7, 0.6, -0.3], [0.2, 0.2, 0.2], [0.3, 0.1, 0.2], [0.3, 0.0, -0.2], [0.0, -0.1, 0.0], [1.4, 1.9, 0.6], [-0.3, -0.1, -0.2], [-0.2, 0.0, -0.2], [-0.3, -0.2, 0.2], [0.0, -0.3, 0.1]],
  "max_force_ha_per_bohr": 0.0544,
  "e_above_lowest_ev": 0.000,
  "e_lumo_ev": [-1.891, -2.238],
  "spin_multiplicity": 4,
  "homo_ev": [-9.579, -10.371],
  "total_charge": 1
}